# 1
Molecular formula: C5H10N3
Method: DFT, ωB97M-V with the def2-TZVPD basis set

Geometry (Å):
C: -0.12340 -1.78051 0.43167
C: 0.83335 -0.05462 1.27198
C: 1.49643 0.77128 2.06016
C: -0.91624 -0.97123 -1.83816
C: -0.57313 1.50523 -0.13186
N: 0.48417 -1.35096 1.46843
N: -0.25604 -0.85494 -0.56821
N: 0.32032 0.34517 -0.12696
H: -0.50598 -2.77598 0.31592
H: 1.74787 1.77872 1.78155
H: 1.81711 0.42938 3.02700
H: -0.41851 -0.34298 -2.57986
H: -0.85286 -2.00560 -2.17010
H: -1.97178 -0.68764 -1.77532
H: -1.45928 1.26008 0.45719
H: -0.06724 2.35243 0.32559
H: -0.87500 1.76675 -1.14513
H: 1.32023 0.61545 -0.80391

Atoms 1-2, force components in eV/Å:
0.4038 0.6140 0.3986
0.2447 0.5934 0.1339

Calculated values
SMILES   C=C1N=CN(C)[N@H+]1C
Total energy   -360.4419 hartree
Charge   +1
Energy above the lowest of the compared OMol25 structures with the same formula, charge and spin   3.6256 eV
Frontier orbital gap   8.95 eV

Here are the Löwdin charges for atoms 1 to 4, given in e:
1 C -0.08
2 C -0.32
3 C 0.13
4 C -0.01

***

# 2
Molecular formula: C5H10N3
Method: DFT, ωB97M-V with the def2-TZVPD basis set

Geometry (Å):
C: -2.24949 0.77506 -0.16558
C: -0.54184 -1.02462 -0.08319
C: -1.98132 -0.58548 0.32675
C: 0.37553 0.13639 -0.17675
C: 1.02523 0.64878 1.07759
N: -1.37885 1.56950 -0.54272
N: -0.34748 -2.27244 -0.21473
N: 1.22395 0.24066 -1.37938
H: -3.28647 1.13752 -0.02710
H: -2.23056 -0.78336 1.38050
H: -2.54701 -1.29559 -0.22907
H: 1.14045 1.69606 1.09268
H: 2.08396 0.31887 0.81840
H: 0.61230 0.53831 2.05222
H: 0.57214 -2.84602 -0.39808
H: 1.56097 -0.70933 -1.69735
H: 2.02518 0.62671 -0.97989
H: 0.75923 0.79126 -2.22968

Atoms 1-2, force components in eV/Å:
-0.8341 0.3252 1.2899
0.0676 -0.5061 0.6351

Calculated values
Total energy   -360.3640 hartree
Charge   +1
Energy above the lowest of the compared OMol25 structures with the same formula, charge and spin   5.7438 eV
Frontier orbital gap (spin up / spin down)   8.64 / 8.74 eV

Here are the Löwdin charges for atoms 1 to 4, given in e:
1 C -0.25
2 C -0.35
3 C -0.10
4 C -0.27

***

# 3
Molecular formula: C5H10N3
Method: DFT, ωB97M-V with the def2-TZVPD basis set

Geometry (Å):
C: -2.01830 0.87227 0.06780
C: -2.32756 -0.54297 0.00196
C: -0.67785 0.95194 0.04374
C: -0.12300 -0.46092 -0.06160
C: 0.74325 -0.70787 -1.29912
N: -1.30039 -1.30667 -0.04657
N: 0.24504 2.11919 0.07406
N: 0.65439 -0.82137 1.18558
H: -2.73478 1.66517 0.10862
H: -3.31881 -0.95950 -0.02025
H: 0.29842 -1.50068 -1.89617
H: 1.75228 -1.00714 -1.02751
H: 0.80473 0.18208 -1.91992
H: -0.24671 2.99107 -0.03866
H: 1.04077 2.02528 -0.53591
H: 1.02432 -1.77483 1.07085
H: 0.00934 -0.83074 1.98584
H: 1.41309 -0.15055 1.35922

Atoms 1-2, force components in eV/Å:
-5.5223 -2.5736 0.0772
-2.8486 3.9263 0.0426

Calculated values
<S²>   2.012
Total energy   -360.4089 hartree
Charge   +1
2S+1   3
Energy above the lowest of the compared OMol25 structures with the same formula, charge and spin   0.4609 eV
Frontier orbital gap (spin up / spin down)   6.85 / 7.86 eV

Here are the Löwdin charges for atoms 1 to 4, given in e:
1 C 0.05
2 C -0.13
3 C -0.21
4 C -0.50

***

# 4
Molecular formula: C5H10N3O2
Method: DFT, ωB97M-V with the def2-TZVPD basis set

Geometry (Å):
C: 1.48676 0.06328 -0.05599
C: 0.68668 -1.11617 -0.39575
C: -0.55262 0.83511 0.40470
C: -1.30126 1.67764 -0.56031
C: -1.75332 -1.50122 0.27748
N: -0.65513 -0.60395 -0.20196
N: 0.88635 1.06788 0.50078
N: 2.96059 -0.01591 -0.10100
O: 3.43117 -1.12610 -0.25246
O: 3.41388 1.00920 0.33576
H: 1.01606 -1.55962 -1.28541
H: 0.83198 -1.90650 0.35843
H: -1.03446 0.85854 1.39375
H: -1.32721 1.21970 -1.53918
H: -1.05859 2.76282 -0.63427
H: -2.40110 1.63814 -0.19059
H: -1.56030 -1.64479 1.39028
H: -2.70463 -1.11917 0.11191
H: -1.63294 -2.46630 -0.29272
H: 1.26806 1.92744 0.73653

Atoms 1-2, force components in eV/Å:
0.0511 -0.1855 0.7816
-1.4658 0.7015 2.7703

Calculated values
SMILES   C[C@@H]1[NH+]=C([N+](=O)[O-])CN1C
Total energy   -510.8280 hartree
Charge   +1
Energy above the lowest of the compared OMol25 structures with the same formula, charge and spin   5.8188 eV
Frontier orbital gap   6.78 eV

Here are the Löwdin charges for atoms 1 to 4, given in e:
1 C -0.03
2 C -0.07
3 C -0.27
4 C -0.03

***

# 5
Molecular formula: C5H10N3S
Method: DFT, ωB97M-V with the def2-TZVPD basis set

Geometry (Å):
C: -1.25244 -0.69262 -0.16924
C: 0.98478 -0.17517 -0.29376
C: -2.81028 1.03612 0.67300
C: 0.44743 -2.45322 -0.71762
C: 2.96925 1.72734 0.16456
N: -0.44670 1.40328 0.30186
N: -1.44241 0.56213 0.17594
N: 0.08888 -1.07788 -0.39764
S: 2.48398 0.23218 -0.76303
H: -2.09420 -1.45564 -0.12955
H: -3.19217 1.83968 0.15764
H: -3.53344 0.19399 0.71331
H: -2.60114 1.32734 1.73863
H: -0.41109 -3.04000 -0.44240
H: 0.55196 -2.58200 -1.86389
H: 1.31247 -2.80369 -0.22365
H: 3.61452 2.40058 -0.38698
H: 3.33848 1.44296 1.13906
H: 1.99211 2.11463 0.32376

Atoms 1-2, force components in eV/Å:
-1.2324 -2.0377 -0.2492
-2.8957 5.0933 1.9741

Calculated values
Total energy   -758.5361 hartree
Charge   +1
Energy above the lowest of the compared OMol25 structures with the same formula, charge and spin   5.0458 eV
Frontier orbital gap   7.61 eV

Here are the Löwdin charges for atoms 1 to 4, given in e:
1 C -0.07
2 C -0.42
3 C 0.05
4 C 0.01

***

# 6
Molecular formula: C5H10N4
Method: DFT, ωB97M-V with the def2-TZVPD basis set

Geometry (Å):
C: 1.27889 0.67854 0.63014
C: -0.33494 0.48575 0.98091
C: -0.12522 -1.08659 -0.54846
C: 0.63288 0.24875 -0.83050
C: -0.80664 0.99367 -0.41123
H: 3.10488 0.37457 1.84263
H: 1.48927 -0.83395 2.16610
H: 1.64667 1.69517 0.55665
H: -0.74250 0.82273 1.94833
H: -1.36560 -1.19581 1.05972
H: 0.11428 -2.42704 -2.11784
H: 1.03036 0.28961 -1.89889
H: -0.66462 2.14267 -0.20939
H: -2.39591 1.00533 -1.86439
H: -1.82346 -0.52539 -1.14355
N: 2.17511 -0.22388 1.25268
N: -0.53015 -0.90713 0.75101
N: -0.51127 -2.09316 -1.26068
N: -2.17203 0.55613 -0.90325

Atoms 1-2, force components in eV/Å:
-3.4839 -0.5251 -1.9464
0.7775 1.0555 -0.1304

Calculated values
Total energy   -415.3452 hartree
Charge   0
Energy above the lowest of the compared OMol25 structures with the same formula, charge and spin   5.7606 eV
Frontier orbital gap   9.41 eV

Here are the Löwdin charges for atoms 1 to 4, given in e:
1 C -0.32
2 C -0.25
3 C -0.49
4 C -0.06

***

# 7
Molecular formula: C5H10N4
Method: DFT, ωB97M-V with the def2-TZVPD basis set

Geometry (Å):
C: -3.03672 0.02088 1.24302
C: -1.80532 -1.08024 -0.22327
C: 2.50130 -2.23261 -0.17672
C: -0.62497 2.41142 -1.02453
C: 2.10397 -0.99912 -0.01116
N: -2.80160 -1.16986 0.76044
N: -2.33020 0.97215 0.66540
N: -1.56111 0.40470 -0.21742
N: -0.67467 0.94321 -0.95772
H: -3.66302 0.20880 2.05243
H: -2.11817 -1.33300 -1.27056
H: 3.13369 -2.54436 0.53247
H: 2.00212 -2.76154 -0.99639
H: -0.85482 -1.55488 -0.01207
H: 0.43183 2.60002 -0.69740
H: -0.61245 2.73994 -1.99730
H: -1.31210 3.01703 -0.39412
H: 1.60834 -0.26633 -0.67942
H: 2.51715 -0.37805 0.83768

Atoms 1-2, force components in eV/Å:
1.2780 -3.6164 -2.0101
-0.4439 1.1601 -0.9394

Calculated values
Total energy   -415.3786 hartree
Charge   0
Energy above the lowest of the compared OMol25 structures with the same formula, charge and spin   4.8494 eV
Frontier orbital gap (spin up / spin down)   8.45 / 8.46 eV

Here are the Löwdin charges for atoms 1 to 4, given in e:
1 C -0.22
2 C -0.15
3 C -0.07
4 C -0.09

***

# 8
Molecular formula: C5H10N4
Method: DFT, ωB97M-V with the def2-TZVPD basis set

Geometry (Å):
C: 1.26870 0.36855 -1.37685
C: 1.24636 -0.80921 -0.51812
C: 0.95652 1.72431 -0.88492
C: -0.84588 -0.54751 0.73590
N: -0.82802 0.73108 1.44746
N: -1.68715 -1.51459 1.45815
N: 0.47666 -1.09050 0.57325
C: -1.49843 -0.33319 -0.59004
N: -1.91262 -0.21476 -1.65720
H: 1.77139 0.29637 -2.33816
H: -1.74275 0.91530 1.84397
H: -0.15443 0.65576 2.20010
H: -1.79300 -2.35921 0.90304
H: -1.17780 -1.78377 2.29515
H: 2.32277 -0.95214 -0.27830
H: 1.01347 -1.31724 -1.61062
H: 1.40050 2.48222 -1.53233
H: -0.12197 1.90764 -0.81981
H: 1.30568 1.84089 0.14934

Atoms 1-2, force components in eV/Å:
0.4579 1.4914 0.7873
0.6811 0.1952 -1.8601

Calculated values
Total energy   -415.3725 hartree
Charge   0
Energy above the lowest of the compared OMol25 structures with the same formula, charge and spin   5.0166 eV
Frontier orbital gap (spin up / spin down)   6.73 / 8.95 eV

Here are the Löwdin charges for atoms 1 to 4, given in e:
1 C -0.11
2 C -0.35
3 C -0.10
4 C -0.68

***

Which value of total energy does entry 8 give?
-415.3725 hartree

***

What is the total energy in the second record?
-360.3640 hartree

***

Which of these has the highest total energy?
number 2

***

What is the charge in the third record?
+1